Density functional theory data (the ωB97M-V functional and the def2-TZVPD basis) for C4H12N2OSi in the gas phase in a non-equilibrium geometry.

```
20
C4H12N2OSi the ωB97M-V functional and the def2-TZVPD basis
Si -0.93639 0.08733 0.00380
O 0.71037 -0.08707 0.08194
N 1.61702 0.00022 1.19062
N 2.81269 -0.14614 0.94306
C -1.70347 -1.20468 1.07127
C 3.39122 -0.50144 -0.30415
C -1.45430 1.81497 0.66225
C -1.11358 0.01379 -1.92508
H 2.55952 -0.77328 -0.98714
H -0.97747 2.54512 -0.05592
H -1.42218 0.94556 -2.41571
H -2.47067 1.88350 0.90463
H -0.97264 -1.76000 1.65304
H 3.68131 0.48663 -0.73811
H -1.10758 2.05420 1.68191
H -2.27160 -1.97523 0.60577
H -1.87690 -0.75509 -1.98541
H 4.29869 -1.22196 -0.11890
H -2.47112 -0.90495 1.90761
H -0.29290 -0.50150 -2.17548
```

Computed properties:
structure (SMILES) = C/N=N\O[Si](C)(C)C
LUMO = 0.03084 hartree
energy relative to the best compared isomer or geometry (same formula, charge and spin) = 356.3 kJ/mol
Kohn-Sham gap = 0.37297 Ha
E_tot = -17246.116 eV


Density functional theory data (the ωB97M-V functional and the def2-TZVPD basis) for C4H12N2S in the gas phase in a non-equilibrium geometry.

```
19
C4H12N2S the ωB97M-V functional and the def2-TZVPD basis
S -0.23609 0.75560 2.75158
N 1.86924 1.07597 0.71020
N -0.72760 -1.20111 -0.95666
C -0.18697 -0.80740 -2.22458
C -0.96628 0.02272 1.27458
C 0.86808 0.44262 -0.28395
C 0.06947 -0.68323 0.18547
H -1.79181 0.72915 0.98181
H 0.83063 -1.42639 -2.56199
H -1.56628 -0.90409 1.59880
H 1.71462 2.04036 0.71058
H 1.70922 0.68841 1.61951
H 0.00098 0.25197 -2.37831
H 0.09726 1.26125 -0.57591
H -0.90467 -1.02070 -3.01873
H 0.74418 -1.35475 0.78232
H -1.62755 -0.81836 -0.71470
H -1.57093 0.95810 3.16411
H 1.67449 -0.01012 -1.06413
```

Computed properties:
structure (SMILES) = CN[C@@H](CN)CS
LUMO = 0.02433 hartree
energy relative to the best compared isomer or geometry (same formula, charge and spin) = 289.9 kJ/mol
Kohn-Sham gap = 0.34439 Ha
E_tot = -18155.014 eV


Density functional theory data (the ωB97M-V functional and the def2-TZVPD basis) for a 2-piece molecular cluster, C4H12N2S overall in a non-equilibrium geometry.

```
19
C4H12N2S the ωB97M-V functional and the def2-TZVPD basis
S 0.45069 -3.20620 1.85083
N -1.33253 2.29016 -1.97996
N -0.50832 0.54032 1.21578
C 2.04987 -1.51799 0.53363
C 0.84919 -2.34449 0.46497
C -1.13401 1.29926 0.26300
C -0.53504 1.66275 -0.90379
H -0.64481 -3.96391 1.34529
H -2.26281 1.75039 -1.98089
H -0.79552 2.16411 -2.86940
H 2.46600 -1.50246 1.55095
H 0.44382 1.54928 -1.24267
H -1.31318 3.30122 -1.69965
H -2.14608 1.54573 0.47072
H 1.66085 -0.43635 0.10702
H -1.03353 0.70772 2.15426
H 0.50286 -2.64993 -0.53419
H 0.52502 0.76173 1.33740
H 2.75753 -1.95133 -0.08330
```

Computed properties:
LUMO = -0.33547 hartree
charge = +2
energy relative to the best compared isomer or geometry (same formula, charge and spin) = 240.5 kJ/mol
Kohn-Sham gap = 0.27632 Ha
E_tot = -18138.726 eV


Density functional theory data (the ωB97M-V functional and the def2-TZVPD basis) for C4H12N2S2 in the gas phase in a non-equilibrium geometry.

```
20
C4H12N2S2 the ωB97M-V functional and the def2-TZVPD basis
S -1.53120 -0.26596 -2.42806
S -0.58603 -1.86954 -3.24918
N 0.32763 1.05257 -0.33629
N -0.96862 0.25165 2.13918
C -1.38209 -0.62017 -0.67423
C -0.01434 -0.33056 -0.05644
C -0.05030 -0.66511 1.44276
C 1.75524 1.37282 -0.22020
H -0.49357 1.13233 2.27822
H 0.80432 -0.93175 -0.45600
H 2.30912 0.64950 0.38485
H -1.65792 -1.66013 -0.50710
H -0.42655 -1.67963 1.57800
H 0.49551 -1.28111 -3.75370
H 2.21480 1.38168 -1.21800
H -2.09149 -0.02320 -0.10500
H -1.32291 -0.08674 3.02474
H -0.19449 1.71946 0.21380
H 1.86004 2.41015 0.07912
H 0.95287 -0.55624 1.86353
```

Computed properties:
structure (SMILES) = CN[C@@H](CN)CSS
LUMO = 0.02655 hartree
energy relative to the best compared isomer or geometry (same formula, charge and spin) = 39.4 kJ/mol
Kohn-Sham gap = 0.33742 Ha
E_tot = -28992.941 eV